The following is a quantum chemistry calculation of C36H49N8O2S2ScSeSiTe as an isolated structure, from the OMol25 dataset.

Cartesian coordinates (Å):
Te: -2.05672 -2.30026 -0.66423
Se: -3.71362 -3.20430 1.07056
Sc: 0.27408 -1.64441 1.16665
S: 2.98481 -1.85870 2.97752
S: 3.84218 0.49506 -4.13651
Si: -5.55233 -1.95185 0.55636
O: 2.95214 -2.94694 2.01356
O: 2.96671 -2.21659 4.37438
N: 0.56758 -3.98247 1.07171
N: 0.52771 2.13552 -6.86064
N: -0.82544 -2.55014 3.02069
N: 1.77701 -0.91058 2.56325
N: -1.54196 3.15926 -2.94067
N: -0.49590 0.22231 1.91610
N: 1.36459 -1.16060 -0.63923
N: -1.10622 1.31280 -1.32168
C: 2.40183 -1.49202 -2.80017
C: 2.61422 2.41043 -5.70316
C: 1.97298 0.08000 -0.60011
C: 1.49591 0.29919 3.24254
C: 1.59036 2.86373 -6.52475
C: -1.75906 0.71784 1.69882
C: -2.53453 1.58292 -1.35756
C: 6.59357 -0.12640 3.45474
C: 5.39961 -0.78476 3.71610
C: 1.91275 2.13368 4.74622
C: 2.54047 1.12380 -5.18144
C: -0.29126 -4.69981 2.03000
C: 4.78749 -0.57692 1.38709
C: -2.85412 2.57276 -2.50201
C: -0.66014 0.89209 -2.64383
C: 0.73546 2.74144 4.36658
C: -2.20806 1.90092 2.22773
C: 2.29754 0.91085 4.20031
C: -5.95491 -2.14174 -1.25698
C: -0.80615 3.71230 -1.75072
C: -0.38980 2.50164 -0.88402
C: 1.63453 -1.91942 -1.75978
C: -1.37959 2.67679 3.04947
C: 2.73474 0.58157 -1.60962
C: -0.71688 2.09211 -3.61386
C: 2.96272 -0.18398 -2.79038
C: 1.43779 0.34932 -5.53696
C: -5.28940 -0.14495 0.96010
C: -6.92508 -2.64921 1.61846
C: 0.28384 0.90100 2.85705
C: 6.87938 0.31006 2.16943
C: -0.11432 2.13271 3.42649
C: 4.50573 -0.99671 2.67964
C: 5.97857 0.08312 1.13563
C: -0.35232 -3.91138 3.32537
C: 0.48151 0.89177 -6.37673
H: 0.04220 4.28200 -2.12734
H: 4.08349 -0.76965 0.58831
H: 3.20699 0.44032 4.53940
H: -1.28969 -4.77209 1.59539
H: 7.81032 0.82530 1.96999
H: -1.83362 -2.54178 2.86564
H: -6.21321 0.41778 0.79912
H: 3.45073 3.05364 -5.46196
H: -3.28822 2.08918 -3.37639
H: 0.67750 2.31192 -0.98253
H: -0.62420 -1.91169 3.78445
H: -1.71950 3.60517 3.48840
H: -4.97501 -0.01300 1.99673
H: -1.19563 1.87067 -4.56411
H: 1.33306 -0.66303 -5.17079
H: -6.18973 -3.18053 -1.49378
H: -7.86469 -2.12834 1.41769
H: -3.06842 0.64293 -1.50330
H: -1.31124 0.08311 -2.97935
H: 3.18565 1.56145 -1.50093
H: -0.99313 -4.42409 4.04704
H: -7.07747 -3.71069 1.41635
H: -2.82818 1.99774 -0.39382
H: 0.64601 -3.82781 3.76088
H: 7.29950 0.04546 4.25672
H: -5.10065 -1.84291 -1.86795
H: -0.37504 0.29564 -6.67696
H: -3.49811 3.39471 -2.19202
H: 2.54747 2.60147 5.48850
H: -4.51374 0.27238 0.31637
H: -1.49281 4.38689 -1.23989
H: -1.71202 3.90666 -3.60799
H: 0.26484 2.52410 -3.81063
H: 0.39733 -4.32021 0.13071
H: -3.22303 2.21594 2.00886
H: -0.61359 2.68857 0.16739
H: 1.62735 3.86962 -6.93053
H: 1.55189 -4.10871 1.29948
H: -2.38470 0.11332 1.05575
H: 0.35601 0.50754 -2.59333
H: 1.81392 0.65224 0.30838
H: 1.18933 -2.90744 -1.77956
H: 5.15255 -1.13657 4.70880
H: 2.58203 -2.15986 -3.63328
H: -6.81292 -1.52176 -1.53068
H: 0.06479 -5.71481 2.22278
H: 6.20552 0.41551 0.13070
H: 0.43569 3.68533 4.80653
H: -6.69556 -2.53448 2.67926

- DFT total energy (a.u.) = -6505.93001
- HOMO energy (spin up / spin down) (eV) = -4.728 / -5.173
- ΔE to the lowest compared entry with this formula, charge and spin (kJ/mol) = 19.0
- strongest force on any atom (eV Å⁻¹) = 0.1
- spin multiplicity = 1
- frontier orbital gap (spin up / spin down) (eV) = 4.154 / 4.598

Atom charges from the Mulliken analysis, given in e for atoms 1 to 8: atom 1 (Te): -0.517, atom 2 (Se): -0.403, atom 3 (Sc): -0.373, atom 4 (S): 1.741, atom 5 (S): -0.335, atom 6 (Si): 0.448, atom 7 (O): -0.975, atom 8 (O): -0.802



The following is a quantum chemistry calculation of C30H28N2O6PtS as an isolated structure, from the OMol25 dataset.

Cartesian coordinates (Å):
Pt: -0.21592 -0.22204 -0.13014
S: -2.61399 -2.38826 0.60344
O: 2.28611 -0.96353 3.03904
O: 0.58443 -0.97895 1.62232
O: -2.24399 -0.80981 -2.71786
O: 2.19034 -0.86202 -0.54220
O: -2.59936 -1.45389 1.69943
O: -2.25791 -3.74965 0.85638
N: -3.33196 1.85340 -1.15385
N: -1.75507 -1.78168 -0.68407
C: 3.81928 0.22726 0.82053
C: -2.59122 -1.37928 -1.69428
C: 5.42523 1.52513 2.06449
C: 0.85918 2.40787 0.70447
C: -6.54797 -2.29079 -0.46657
C: -5.12693 -1.36322 -2.19121
C: 4.87758 2.15274 -0.18137
C: -4.20141 -2.26826 -0.16794
C: 3.49071 -4.69891 1.00959
C: 3.99732 1.08077 -0.26294
C: 4.81893 -4.80540 0.62228
C: 2.88290 -3.45472 1.07296
C: -4.03479 -1.67204 -1.39604
C: -4.21629 3.02963 -1.34756
C: -3.30603 1.46369 0.28934
C: -0.93419 2.67446 -0.85259
C: -0.09594 1.81796 -0.12908
C: 4.55242 0.45183 1.98449
C: 3.59562 -2.30141 0.74885
C: 0.99332 3.78576 0.79817
C: -0.78907 4.06101 -0.76860
C: 0.17011 4.62314 0.05531
C: -5.44898 -2.59699 0.32652
C: 5.59165 2.38202 0.98336
C: -1.95189 2.09904 -1.78379
C: 5.53251 -3.66194 0.29427
C: 1.85415 -0.94582 1.90941
C: 2.87040 -0.95717 0.72989
C: -6.39193 -1.67732 -1.70936
C: 4.92335 -2.41669 0.35452
H: -7.26588 -1.45992 -2.30920
H: -7.54144 -2.53775 -0.11604
H: 1.98200 -1.76567 -0.81539
H: -2.14302 2.76229 -2.62734
H: 6.56816 -3.73646 -0.01112
H: 5.00594 2.80414 -1.03644
H: -3.72137 3.89297 -0.90873
H: -3.73273 1.06362 -1.66694
H: -2.61834 0.63673 0.44019
H: -4.37507 3.18659 -2.41120
H: 5.29648 -5.77558 0.57850
H: -2.97937 2.32254 0.86931
H: 0.28496 5.69765 0.10516
H: -1.62921 1.13637 -2.17203
H: -5.16465 2.85307 -0.84564
H: 1.50982 1.78712 1.30630
H: -1.41385 4.70405 -1.38144
H: 2.92689 -5.58378 1.27370
H: 6.27470 3.21919 1.04989
H: 1.84860 -3.38211 1.39151
H: 3.43940 0.91120 -1.17130
H: -5.56526 -3.07312 1.29056
H: 1.75108 4.20174 1.45018
H: 5.48634 -1.52926 0.09554
H: 4.42143 -0.21147 2.82814
H: 5.98201 1.68914 2.97821
H: -4.97529 -0.91113 -3.16370
H: -4.31308 1.16195 0.56968

- DFT total energy (a.u.) = -2238.36493
- HOMO energy (spin up / spin down) (eV) = -8.018 / -8.499
- ΔE to the lowest compared entry with this formula, charge and spin (kJ/mol) = 110.2
- strongest force on any atom (eV Å⁻¹) = 0.8
- spin multiplicity = 3
- <S²> = 2.004
- frontier orbital gap (spin up / spin down) (eV) = 7.858 / 7.491

Atom charges from the Mulliken analysis, given in e for atoms 1 to 8: atom 1 (Pt): 1.264, atom 2 (S): 1.298, atom 3 (O): -0.684, atom 4 (O): -0.692, atom 5 (O): -0.692, atom 6 (O): -0.594, atom 7 (O): -0.589, atom 8 (O): -0.678



The following is a quantum chemistry calculation of C2H10NO3 as an isolated structure at a distorted geometry, from the OMol25 dataset.

Cartesian coordinates (Å):
O: -0.63514 0.67796 0.30397
O: 0.08046 0.51576 2.60053
O: -1.66368 -1.72564 0.08390
N: 0.78435 -0.72839 -1.95673
C: 1.36975 0.25462 -1.02092
C: 0.34184 1.28982 -0.46175
H: -0.20988 0.60734 1.53124
H: -0.04422 1.89494 -1.29025
H: -1.26566 -0.82855 -0.06991
H: 0.13587 -0.41104 2.91641
H: 1.74036 -0.28730 -0.15489
H: -0.03741 -0.34101 -2.42490
H: 0.93222 1.99353 0.16029
H: -1.70252 -1.84920 1.05238
H: 0.37046 -1.41163 -1.33511
H: 2.16970 0.82091 -1.51794

- DFT total energy (a.u.) = -362.70059
- HOMO energy (eV) = -4.270
- ΔE to the lowest compared entry with this formula, charge and spin (kJ/mol) = 17.8
- net charge = -1
- strongest force on any atom (eV Å⁻¹) = 1.5
- spin multiplicity = 1
- frontier orbital gap (eV) = 8.576

Atom charges from the Mulliken analysis, given in e for atoms 1 to 8: atom 1 (O): -0.797, atom 2 (O): -0.822, atom 3 (O): -0.754, atom 4 (N): -0.718, atom 5 (C): -0.441, atom 6 (C): -0.538, atom 7 (H): 0.413, atom 8 (H): 0.290